# 1
An isolated ion of composition C21H27Cl2N2O3 and charge +1, computed with the ωB97M-V functional and the def2-TZVPD basis.

XYZ file:
```
55
C21H27Cl2N2O3 the ωB97M-V functional and the def2-TZVPD basis
C 1.40937 4.22656 1.62705
H 1.05184 5.21627 1.90831
H 2.25638 4.32731 0.94687
H 1.71885 3.68231 2.51998
O 0.30567 3.61024 0.99107
C 0.39885 2.39846 0.40012
C -0.71725 2.05559 -0.35552
C -0.81480 0.84273 -1.02452
C 0.23637 -0.05287 -0.93732
C 1.35905 0.26679 -0.19350
C 1.46449 1.47107 0.49281
O 2.53080 1.80469 1.26456
C 3.62602 0.91164 1.36666
C 4.41279 0.79408 0.08425
C 4.87150 -0.42520 -0.40752
C 5.59999 -0.49854 -1.58351
C 5.87120 0.66418 -2.28871
C 5.42226 1.89149 -1.82192
C 4.70451 1.94246 -0.64336
H 4.35801 2.89349 -0.26809
H 5.64006 2.79216 -2.37223
Cl 6.77160 0.57483 -3.75227
H 5.95145 -1.45088 -1.94659
Cl 4.54259 -1.90197 0.43835
H 4.25649 1.35981 2.14174
H 3.29358 -0.07154 1.71605
H 2.16309 -0.44706 -0.15173
H 0.20330 -0.99423 -1.46394
C -2.07255 0.50439 -1.77490
N -3.14717 0.23439 -0.78786
H -3.32221 1.08914 -0.25654
C -4.39210 -0.39917 -1.25671
H -5.17838 0.32467 -1.46292
H -4.17552 -0.94589 -2.17524
C -4.80287 -1.38147 -0.13013
N -3.56581 -1.86108 0.47913
C -3.58611 -1.99542 1.93568
H -3.95641 -1.07136 2.38297
C -2.15537 -2.26509 2.41495
O -1.63752 -3.43041 1.82882
C -1.62658 -3.33273 0.42844
H -1.23195 -4.27815 0.05603
C -3.03761 -3.08946 -0.11851
H -3.00104 -2.98339 -1.20363
H -3.67479 -3.94678 0.13326
H -0.96280 -2.51018 0.11570
H -2.14044 -2.42760 3.49252
H -1.51617 -1.40080 2.16783
H -4.23197 -2.82676 2.24483
H -5.38786 -0.85246 0.62444
H -5.42032 -2.18757 -0.53327
H -2.85728 -0.57803 -0.06856
H -2.38005 1.32531 -2.42714
H -1.92489 -0.39229 -2.37795
H -1.50227 2.79431 -0.41835
```

Calculated values
HOMO in Ha: -0.4040
Total charge: +1
Spin multiplicity: 1

***

# 2
C18H34HgO14S4 as an isolated structure, computed with the ωB97M-V functional and the def2-TZVPD basis.

XYZ file:
```
71
C18H34HgO14S4 the ωB97M-V functional and the def2-TZVPD basis
Hg -0.18198 0.60855 -0.04716
O 1.04532 4.57515 0.11016
C 0.56450 3.28724 0.09725
O 0.23917 2.72419 1.16236
O 0.51310 2.70073 -1.02392
H 1.37683 4.51561 -0.80227
O -4.29097 0.50596 -0.92737
C -3.01633 0.57398 -0.47439
O -2.82847 0.80296 0.74344
O -2.07656 0.46009 -1.30885
H -4.80459 0.61104 -0.11602
C 5.69225 0.64731 -1.01173
C 5.50955 1.34887 0.33607
C 4.53447 0.57148 1.19764
S 3.41872 -0.23291 -0.00693
O 2.07401 0.27365 0.13653
O 3.59713 -1.65974 0.01600
C 4.24324 0.42650 -1.47182
H 6.24877 -0.28514 -1.01504
H 6.12357 1.39626 -1.67534
H 5.14345 2.36898 0.21662
H 6.45550 1.44702 0.87476
H 3.83961 1.11006 1.83954
H 4.89231 -0.30976 1.73010
H 3.76259 1.40703 -1.56016
H 4.03280 -0.17623 -2.35081
C -3.63352 -4.15671 -0.33378
C -3.60868 -4.06669 1.22682
C -2.65730 -2.94792 1.65066
S -1.29840 -3.08057 0.48014
O -0.42076 -4.15853 0.83336
O -0.72109 -1.78563 0.21903
C -2.37217 -3.52192 -0.89214
H -4.53739 -3.66249 -0.68289
H -3.76378 -5.20954 -0.58287
H -3.33280 -5.00575 1.70103
H -4.63325 -3.80705 1.48885
H -2.30776 -2.99516 2.67443
H -3.16603 -2.00072 1.46156
H -1.78972 -4.09129 -1.61535
H -2.62180 -2.58516 -1.39443
C -1.01258 1.22265 5.79651
C -1.82844 2.08915 4.84740
C -1.99113 1.34051 3.51597
S -0.72468 0.05098 3.53241
O 0.12183 0.08787 2.36452
O -1.38224 -1.19443 3.85916
C 0.15639 0.64815 5.00976
H -1.60571 0.42981 6.25533
H -0.64993 1.83068 6.62919
H -1.30916 3.02738 4.65359
H -2.83192 2.32285 5.20206
H -1.75101 1.98909 2.67381
H -2.91832 0.83024 3.27654
H 0.79236 1.43290 4.59777
H 0.67889 -0.18309 5.46924
C -1.04421 0.56144 -5.25736
C 0.19792 1.45953 -5.43706
C 0.95645 1.42420 -4.12333
S 0.87931 -0.29563 -3.56912
O 0.62228 -0.27374 -2.15470
O 1.99371 -1.02726 -4.10739
C -0.67492 -0.67678 -4.47282
H -1.42485 0.29983 -6.24555
H -1.83292 1.15236 -4.78933
H -0.07210 2.43892 -5.82551
H 0.77583 1.00583 -6.25242
H 0.41586 2.11960 -3.47927
H 2.01283 1.68630 -4.13948
H -1.37036 -0.87652 -3.65857
H -0.42276 -1.54657 -5.07442
```

Calculated values
HOMO in Ha: -0.3324
Total charge: 0
Spin multiplicity: 1

***

# 3
An isolated ion of composition C5H13N and charge +1, computed with the ωB97M-V functional and the def2-TZVPD basis.

XYZ file:
```
19
C5H13N the ωB97M-V functional and the def2-TZVPD basis
C 1.11493 -0.84032 -1.36040
N 0.55130 -0.45569 -0.09278
C 1.44082 -0.60259 1.06386
C -1.68919 0.10228 -0.89694
C -0.47395 0.57749 -0.07131
C -0.85081 1.19063 1.27740
H 1.55487 0.03592 -1.83468
H 0.31726 -1.14717 -2.03440
H 1.83338 -1.63293 -1.22211
H 1.55178 0.36939 1.53503
H 2.40609 -0.98221 0.74873
H 0.97486 -1.30539 1.76217
H -2.58716 0.63402 -0.58365
H -1.82734 -0.95273 -0.65099
H -1.58133 0.24297 -1.96189
H 0.04685 1.36766 -0.64900
H -1.57825 1.95919 1.04309
H -1.39810 0.42185 1.82695
H -0.00772 1.51817 1.86827
```

Calculated values
HOMO (spin up / spin down) in Ha: -0.5688 / -0.6114
Total charge: +1
Spin multiplicity: 2

***

# 4
C4H8CaF8N4O19S8 as an isolated structure, computed with the ωB97M-V functional and the def2-TZVPD basis.

XYZ file:
```
52
C4H8CaF8N4O19S8 the ωB97M-V functional and the def2-TZVPD basis
Ca -0.64317 -0.31116 0.00338
N -2.81721 0.04279 -0.29394
S -4.02092 -0.42868 0.56637
O -4.43012 -1.80485 0.45805
O -5.02084 0.55820 0.89966
F -3.16511 -0.50150 1.94212
S -3.82122 0.59559 -1.55928
O -4.28683 1.93741 -1.45974
O -4.74879 -0.34590 -2.14258
F -2.64602 0.54671 -2.61099
N 0.71059 -0.41638 -1.76772
S 1.86479 -1.45398 -2.54376
O 3.25617 -1.08782 -2.51986
O 1.41652 -2.16294 -3.71054
F 1.85269 -2.54353 -1.37356
S 0.68690 0.58340 -2.97290
O -0.20079 0.27163 -4.04425
O 1.82612 1.40007 -3.30472
F -0.24413 1.71018 -2.23713
N -0.79025 -2.18133 1.13482
S -0.80051 -3.77121 0.55187
O -2.03035 -4.48440 0.73077
O 0.44507 -4.50168 0.50059
F -0.83136 -3.29318 -0.99347
S -0.69778 -2.58173 2.63396
O 0.43170 -3.38173 3.05888
O -1.92015 -2.72092 3.37854
F -0.23521 -1.09005 3.03447
N -2.35948 4.07531 -0.35346
S -1.69124 3.29223 0.99277
O -1.17191 4.06738 2.08486
O -1.00431 2.02524 0.71864
F -3.13225 2.89680 1.53446
S -1.13902 5.05614 -0.48521
O 0.19714 4.51526 -0.55923
O -1.21820 6.33988 0.17320
F -1.30683 5.47332 -2.04847
C 4.05423 -2.97178 1.00985
C 3.03460 -1.92288 1.39245
O 3.40013 -0.66148 0.82242
C 2.51822 0.31060 0.83045
O 1.39731 0.21616 1.26995
O 3.04776 1.38277 0.28601
C 2.15114 2.51778 0.22423
H 4.16800 -3.74512 1.76660
H 5.05831 -2.55048 0.89297
H 3.88063 -3.40341 0.02389
H 3.04939 -1.78628 2.47666
H 2.02106 -2.18515 1.09694
H 1.77980 2.85671 1.18726
H 1.35389 2.31900 -0.48701
H 2.77183 3.29904 -0.20925
```

Calculated values
HOMO in Ha: -0.1987
Total charge: -2
Spin multiplicity: 1

***

# 5
A 2-piece molecular cluster, C3H8O overall, computed with the ωB97M-V functional and the def2-TZVPD basis.

XYZ file:
```
12
C3H8O the ωB97M-V functional and the def2-TZVPD basis
C -1.24080 4.36185 0.81596
H -0.56033 4.77599 0.06820
H -2.07961 5.04530 0.83156
H -0.61853 4.37238 1.71264
H -1.47734 3.31704 0.64136
O 0.66940 -0.79192 -0.98945
C 0.93312 -1.65765 -0.18515
C 0.02362 -2.78591 -0.00450
H 1.93510 -1.65946 0.28584
H -0.73535 -2.84819 -0.78472
H -0.64291 -2.60498 0.86897
H 0.44696 -3.72690 0.34859
```

Calculated values
HOMO (spin up / spin down) in Ha: -0.5491 / -0.5491
Total charge: +1
Spin multiplicity: 2

***

# 6
A 2-piece molecular cluster, C5H12S2 overall, computed with the ωB97M-V functional and the def2-TZVPD basis.

XYZ file:
```
19
C5H12S2 the ωB97M-V functional and the def2-TZVPD basis
C 1.82123 1.40406 0.94948
C 0.60616 1.17883 1.82118
C -0.28552 2.19726 1.99082
H 1.93715 0.48575 0.39935
H 1.81449 2.29678 0.33509
H 2.69719 1.54931 1.58472
H 0.59995 0.24145 2.43164
H -1.07871 2.13563 2.74276
H -0.17791 3.12713 1.41299
C -0.33930 -3.65941 -1.28516
S -0.22998 -1.99914 -2.03801
S -1.71782 -1.00207 -0.95214
C -1.25188 0.75642 -1.47679
H 0.09635 -3.53375 -0.19135
H -1.34555 -4.09919 -1.20487
H 0.31069 -4.35685 -1.75576
H -1.70793 1.01439 -2.45363
H -1.60558 1.48304 -0.71871
H -0.14302 0.78037 -1.59163
```

Calculated values
HOMO in Ha: -0.2877
Total charge: 0
Spin multiplicity: 1

***

Calculated ΔE to the lowest compared entry with this formula, charge and spin in order - 0.292; 0.000; 0.040; 0.000; 1.219; 1.577 eV